One molecule with the formula C3H7NS2 at a distorted geometry. Source: the Open Molecules 2025 dataset; level of theory: wB97M-V/def2-TZVPD.

Geometry (Å):
C (-0.87455, 1.22863, -1.46450)
S (-1.19439, -0.46398, -0.81975)
N (0.15270, -0.70060, 0.31326)
C (-0.18295, -0.68231, 1.73977)
C (1.41970, -0.66026, -0.16888)
S (1.99086, -0.30947, -1.60204)
H (-1.87456, 1.67286, -1.59265)
H (-0.35830, 1.86631, -0.72814)
H (-0.37708, 1.18434, -2.42341)
H (-0.22865, 0.30727, 2.19912)
H (-1.14689, -1.14136, 1.77498)
H (0.52391, -1.32692, 2.21923)
H (2.15020, -0.97451, 0.55301)

Computed properties:
* SMILES: CSN(C)C=S
* gap between HOMO and LUMO: 9.1 eV
* LUMO: 0.0256 Eh
* HOMO energy: -8.36 eV
* E_tot: -26384.0272 eV